A 3-piece molecular cluster, C3H3BrN2O2S overall, computed with ωB97M-V/def2-TZVPD.

CARTESIAN COORDINATES (ANGSTROEM)
C  -0.423  0.581  -2.523
C  -0.688  -0.429  -1.908
C  -1.016  0.245  0.899
N  0.072  -0.296  1.154
N  -1.986  0.859  0.585
O  2.375  0.917  0.840
O  2.884  -1.118  2.074
S  2.213  0.162  2.092
Br  -1.061  -2.222  -1.485
H  -0.078  1.277  -3.273
H  0.580  -0.831  0.457
H  -2.871  0.854  1.088

As for the expectation value of S²: 2.0115. The spin multiplicity is 3. The value obtained for the LUMO energy (spin up / spin down) is 0.1 / -4.3 eV. For the HOMO-LUMO gap (spin up / spin down), the calculation gives 0.2553 / 0.2115 hartree.

---

C6H11NO2 as an isolated structure, computed with ωB97M-V/def2-TZVPD.

CARTESIAN COORDINATES (ANGSTROEM)
C  -0.915  -1.635  -0.679
C  -1.561  -0.259  1.193
C  0.241  1.848  0.393
N  -0.506  -0.557  0.225
C  1.998  -0.031  -0.488
C  0.094  0.614  -0.498
C  1.924  -0.851  0.441
O  2.617  0.511  -1.515
O  -0.133  0.774  -1.713
H  1.908  0.861  -2.096
H  2.090  -1.428  1.315
H  -1.864  -1.407  -1.173
H  -0.161  -1.768  -1.449
H  -2.414  0.263  0.741
H  -1.170  0.351  2.005
H  -1.945  -1.191  1.608
H  -1.040  -2.556  -0.107
H  -0.731  2.333  0.486
H  0.956  2.522  -0.077
H  0.611  1.606  1.388

The value obtained for the LUMO energy is 0.0 eV. For the HOMO-LUMO gap, the calculation gives 0.3048 hartree.

---

One molecule with the formula C3H4N2O2, computed with ωB97M-V/def2-TZVPD.

CARTESIAN COORDINATES (ANGSTROEM)
N  0.256  -1.579  -0.264
C  1.780  0.620  -0.109
C  -0.458  -0.121  0.168
N  -1.692  0.166  -0.390
C  0.540  0.939  0.183
O  -0.432  -1.203  1.006
O  2.902  0.486  -0.402
H  1.189  -1.768  0.117
H  -2.025  1.119  -0.364
H  -2.333  -0.618  -0.374
H  0.273  1.959  0.430

As for the SMILES: N[C@]1(C=C=O)NO1. The value obtained for the LUMO energy is 0.6 eV. For the HOMO-LUMO gap, the calculation gives 0.3523 hartree.

---

A 7-piece molecular cluster, C29H76N6O11 overall, computed with ωB97M-V/def2-TZVPD.

CARTESIAN COORDINATES (ANGSTROEM)
C  11.184  1.015  -11.659
O  10.533  1.288  -10.652
N  10.996  1.720  -12.877
N  12.256  0.077  -11.611
H  11.226  1.401  -13.807
H  10.124  2.242  -12.825
H  12.492  -0.179  -10.674
H  12.844  -0.082  -12.404
C  15.763  1.751  -8.371
C  14.626  2.279  -9.223
O  13.895  3.223  -8.465
H  16.468  1.114  -8.949
H  15.445  1.120  -7.544
H  16.463  2.540  -8.084
H  13.961  1.458  -9.506
H  15.038  2.774  -10.102
H  13.006  2.918  -8.234
C  10.292  5.066  -10.804
C  10.238  5.684  -9.376
O  9.139  6.608  -9.343
H  9.615  4.198  -10.768
H  11.227  4.557  -11.053
H  9.939  5.805  -11.503
H  11.191  6.215  -9.316
H  10.079  4.919  -8.630
H  9.521  7.476  -9.185
C  12.930  10.593  -14.523
O  13.384  9.307  -14.773
C  14.055  8.760  -13.623
C  14.646  7.479  -14.149
N  13.699  6.544  -14.757
C  12.762  5.977  -13.785
C  11.747  5.125  -14.472
O  10.827  5.838  -15.248
C  10.057  6.813  -14.503
H  12.393  10.957  -15.397
H  13.820  11.224  -14.431
H  12.260  10.623  -13.663
H  13.236  8.657  -12.900
H  14.840  9.433  -13.260
H  15.210  6.917  -13.394
H  15.360  7.745  -14.933
H  13.095  7.107  -15.371
H  12.182  6.667  -13.151
H  13.343  5.309  -13.136
H  11.173  4.689  -13.639
H  12.178  4.347  -15.090
H  9.111  6.867  -15.057
H  10.550  7.758  -14.742
H  9.820  6.486  -13.501
C  9.560  4.085  -4.108
O  9.259  3.961  -5.479
C  9.672  2.773  -6.071
C  11.129  2.476  -5.953
N  11.644  1.454  -6.829
C  10.728  0.455  -7.322
C  11.544  -0.667  -7.994
O  12.185  -1.398  -6.960
C  13.356  -2.102  -7.373
H  8.829  4.736  -3.632
H  10.525  4.605  -3.960
H  9.648  3.118  -3.603
H  9.363  2.939  -7.114
H  9.065  1.892  -5.808
H  11.244  2.107  -4.905
H  11.700  3.410  -5.860
H  12.515  1.142  -6.435
H  10.015  0.920  -7.991
H  10.285  -0.126  -6.490
H  12.161  -0.152  -8.732
H  10.767  -1.310  -8.424
H  14.268  -1.576  -7.055
H  13.438  -2.236  -8.460
H  13.348  -3.113  -6.954
C  15.668  0.903  -20.221
O  14.943  0.023  -19.318
C  15.720  -0.896  -18.646
C  16.782  -0.194  -17.761
N  17.560  -1.058  -16.873
C  16.826  -1.471  -15.665
C  16.579  -0.349  -14.723
O  15.990  -0.878  -13.534
C  16.918  -1.251  -12.605
H  14.946  1.400  -20.867
H  16.380  0.314  -20.818
H  16.197  1.691  -19.666
H  16.218  -1.615  -19.327
H  15.161  -1.601  -18.018
H  16.310  0.653  -17.286
H  17.557  0.068  -18.493
H  17.950  -1.840  -17.375
H  17.355  -2.286  -15.154
H  15.916  -2.000  -15.990
H  15.822  0.305  -15.153
H  17.502  0.193  -14.528
H  16.526  -1.056  -11.608
H  17.871  -0.706  -12.656
H  17.209  -2.307  -12.669
C  12.791  1.440  -22.483
O  12.426  0.941  -21.184
C  11.396  1.686  -20.601
C  11.273  1.315  -19.138
N  12.513  1.268  -18.462
C  12.526  0.384  -17.345
C  11.468  0.755  -16.337
O  11.626  0.005  -15.147
C  11.120  -1.336  -15.232
H  11.914  1.569  -23.152
H  13.416  0.682  -22.963
H  13.306  2.416  -22.451
H  10.473  1.429  -21.134
H  11.578  2.759  -20.756
H  10.727  0.347  -19.182
H  10.560  2.029  -18.703
H  13.347  1.135  -19.046
H  13.485  0.448  -16.842
H  12.271  -0.650  -17.636
H  10.465  0.626  -16.757
H  11.579  1.801  -16.037
H  11.596  -1.908  -16.023
H  10.035  -1.288  -15.340
H  11.393  -1.752  -14.263

As for the SMILES: COCCNCCOC.COCCNCCOC.COCCNCCOC.COCCNCCOC.NC(N)=O.CCO.CCO. The value obtained for the LUMO energy is 0.6 eV. For the HOMO-LUMO gap, the calculation gives 0.3283 hartree.

---

Please write out number 3 again, unchanged.
One molecule with the formula C3H4N2O2, computed with ωB97M-V/def2-TZVPD.

CARTESIAN COORDINATES (ANGSTROEM)
N  0.256  -1.579  -0.264
C  1.780  0.620  -0.109
C  -0.458  -0.121  0.168
N  -1.692  0.166  -0.390
C  0.540  0.939  0.183
O  -0.432  -1.203  1.006
O  2.902  0.486  -0.402
H  1.189  -1.768  0.117
H  -2.025  1.119  -0.364
H  -2.333  -0.618  -0.374
H  0.273  1.959  0.430

As for the SMILES: N[C@]1(C=C=O)NO1. The value obtained for the LUMO energy is 0.6 eV. For the HOMO-LUMO gap, the calculation gives 0.3523 hartree.

---

Copy entry 3 word for word.
One molecule with the formula C3H4N2O2, computed with ωB97M-V/def2-TZVPD.

CARTESIAN COORDINATES (ANGSTROEM)
N  0.256  -1.579  -0.264
C  1.780  0.620  -0.109
C  -0.458  -0.121  0.168
N  -1.692  0.166  -0.390
C  0.540  0.939  0.183
O  -0.432  -1.203  1.006
O  2.902  0.486  -0.402
H  1.189  -1.768  0.117
H  -2.025  1.119  -0.364
H  -2.333  -0.618  -0.374
H  0.273  1.959  0.430

As for the SMILES: N[C@]1(C=C=O)NO1. The value obtained for the LUMO energy is 0.6 eV. For the HOMO-LUMO gap, the calculation gives 0.3523 hartree.